Record 1
A molecular structure, C23H18BiN5O4S3. Source: OMol25; level of theory: ωB97M-V/def2-TZVPD.

Calculated total energy ... -78127.6878 eV
HOMO-LUMO gap ... 6.63 eV
LUMO energy ... -1.222 eV
F_max ... 0.66 eV/Å

Each line ends with the Löwdin charge.
Geometry (Å):
Bi: 0.71297 -1.27760 0.12261  1.6127
O: -0.60262 2.13877 -4.42532  0.0472
C: -0.82710 3.07336 -3.48003  -0.2641
C: -0.73727 4.41599 -3.85366  -0.0165
C: -0.94524 5.40752 -2.91827  -0.0890
C: -1.24422 5.08772 -1.59526  -0.0990
C: -1.33770 3.75971 -1.22940  -0.0394
C: -1.13824 2.73553 -2.15484  -0.0851
C: -1.25017 1.30474 -1.76054  -0.4569
O: -0.98331 0.39820 -2.59579  -0.0428
N: -1.64691 1.06195 -0.50840  0.0596
N: -1.50152 -0.27912 -0.24476  -0.1743
C: -2.50672 -0.97105 0.10930  -0.0787
C: -2.31988 -2.39126 0.43736  -0.2555
C: -3.37941 -3.17442 0.86044  -0.0017
C: -3.15540 -4.51910 1.11928  -0.0309
C: -1.88547 -5.03661 0.93909  -0.0263
C: -0.87360 -4.18878 0.51624  -0.1238
N: -1.08719 -2.89956 0.27779  -0.0482
H: -0.72811 1.27069 -3.95786  0.0594
H: -0.49914 4.64607 -4.88248  0.1141
H: -0.87589 6.44541 -3.21929  0.1008
H: -1.39840 5.86790 -0.86351  0.0944
H: -1.56867 3.48611 -0.20891  0.1022
H: -3.50272 -0.53636 0.10939  0.1370
H: -4.35509 -2.72898 0.98044  0.1204
H: -3.96665 -5.14880 1.45526  0.1171
H: -1.66063 -6.07620 1.12161  0.1152
H: 0.13494 -4.54050 0.36800  0.0675
S: 4.71986 -6.01810 3.79018  0.6125
C: 3.71270 -5.14857 2.81166  -1.0814
S: 4.15478 -4.84729 1.15210  0.9977
C: 2.71294 -3.92900 0.92561  -1.1133
N: 1.97167 -3.84274 1.97523  -0.0344
N: 2.52012 -4.53123 3.03790  -0.1260
C: 1.72746 -4.48712 4.22914  -0.1823
C: 0.74253 -3.50637 4.32086  -0.0326
C: -0.05463 -3.43713 5.44836  -0.0827
C: 0.11250 -4.33820 6.49165  -0.0899
C: 1.08848 -5.31252 6.38627  -0.0748
C: 1.90023 -5.39827 5.26311  -0.0397
S: 2.31382 -3.20791 -0.61265  0.5153
H: 0.60909 -2.79667 3.52016  0.0856
H: -0.81007 -2.66525 5.51121  0.1031
H: -0.51029 -4.27721 7.37325  0.1024
H: 1.23122 -6.02716 7.18614  0.1073
H: 2.64961 -6.16437 5.19399  0.0376
C: 1.58652 -0.69032 -4.19851  -0.0145
O: 1.24396 -1.28290 -2.92417  -0.1339
C: 1.33782 -0.49546 -1.87289  -0.7809
O: 1.83286 0.59926 -1.79980  0.0266
H: 0.83929 -1.04589 -4.90240  0.1001
H: 2.57785 -1.03929 -4.48261  0.0971
H: 1.56338 0.39350 -4.13179  0.0855

Record 2
A molecular structure, C23H18BrN5Pd. Source: OMol25; level of theory: ωB97M-V/def2-TZVPD.

Calculated total energy ... -105099.1210 eV
2S+1 ... 3
Charge ... +2
HOMO-LUMO gap (spin up / spin down) ... 6.51 / 5.48 eV
LUMO energy (spin up / spin down) ... -7.381 / -8.434 eV
F_max ... 2.03 eV/Å

Each line ends with the Mulliken spin population.
Geometry (Å):
Pd: -0.02672 0.08864 -0.03127  1.4244
Br: 5.15614 0.01885 -5.01773  0.0012
C: 4.16409 0.04045 -3.46182  0.0044
C: 4.78916 0.43327 -2.27103  0.0028
C: 4.08400 0.36357 -1.05771  0.0011
C: 2.80254 -0.13525 -1.07603  -0.0106
C: 2.14594 -0.44853 -2.28508  0.0331
C: 2.83367 -0.38775 -3.50055  0.0107
N: 2.01453 -0.32606 0.10343  0.0809
C: 2.50200 -0.67857 1.22734  -0.0115
C: 1.61456 -0.70539 2.36559  0.0315
C: 2.10136 -1.16378 3.57260  0.0080
C: 1.25618 -1.15302 4.66704  -0.0034
C: -0.06736 -0.74406 4.51056  0.0075
C: -0.45483 -0.27678 3.26927  0.0030
N: 0.31962 -0.34307 2.15382  0.1431
H: 5.81928 0.69612 -2.25606  0.0000
H: 4.56621 0.64827 -0.15267  -0.0007
H: 1.08314 -0.72264 -2.28309  -0.0222
H: 2.36374 -0.61347 -4.47007  0.0003
H: 3.54283 -1.01701 1.36323  0.0045
H: 3.12836 -1.46393 3.60558  0.0013
H: 1.56163 -1.49049 5.65316  -0.0001
H: -0.72985 -0.59776 5.36539  0.0008
H: -1.44734 0.16887 3.09159  0.0032
C: -4.01301 -3.60401 -0.85536  0.0021
C: -4.78109 -2.43702 -0.99751  0.0002
C: -4.22164 -1.22227 -0.69022  0.0003
C: -2.80859 -1.18041 -0.61351  -0.0031
C: -2.02360 -2.34306 -0.52196  0.0453
C: -2.62278 -3.59876 -0.63658  0.0053
N: -2.13927 0.00538 -0.41373  0.0789
N: -2.80176 1.05289 -0.38071  -0.0019
C: -1.99697 2.22405 -0.35217  0.0246
C: -2.58614 3.45158 -0.60630  0.0087
C: -1.76069 4.55815 -0.65817  -0.0038
C: -0.39515 4.44581 -0.36164  0.0089
C: 0.08370 3.17588 -0.06174  0.0221
N: -0.69376 2.10190 -0.07005  0.1408
H: -4.41880 -4.55002 -1.03179  0.0003
H: -5.79042 -2.60409 -1.22947  0.0006
H: -4.84268 -0.31476 -0.62579  -0.0007
H: -0.89293 -2.21817 -0.47608  -0.0481
H: -2.05975 -4.51253 -0.63216  0.0000
H: -3.64493 3.53195 -0.78470  0.0016
H: -2.15126 5.56778 -0.86413  0.0000
H: 0.30407 5.31419 -0.32791  0.0008
H: 1.13453 2.96507 0.10623  0.0038

Record 3
A molecular structure, C23H18ClN7O. Source: OMol25; level of theory: ωB97M-V/def2-TZVPD.

ΔE to the lowest compared entry with this formula, charge and spin ... 2.697 eV
Calculated total energy ... -49140.9730 eV
HOMO-LUMO gap ... 8.22 eV
LUMO energy ... -0.049 eV
F_max ... 6.20 eV/Å

Each line ends with the Löwdin charge.
Geometry (Å):
O: 2.51743 -2.83770 1.42834  0.0750
Cl: -1.01203 1.41570 0.84089  0.7509
N: 1.73763 4.11561 -1.09207  0.0828
N: 2.72957 3.62006 -0.30005  0.0680
N: -2.65697 3.55482 -3.54915  0.0890
N: -0.96883 2.25162 -2.54361  0.1436
C: 1.64668 -2.32363 2.08857  -0.4993
C: 0.90642 3.13383 -1.45074  -0.1886
C: 2.42991 2.37720 0.00652  -0.2089
C: -2.16579 2.34955 -3.10571  -0.1331
C: -1.85976 4.64127 -3.26150  -0.0969
C: -0.25392 3.30811 -2.26568  -0.2571
C: -0.65035 4.52167 -2.64744  -0.0232
C: -0.19292 -1.69857 -1.74668  -0.0931
C: -1.80621 -1.22682 4.90974  -0.0897
C: 0.99171 -1.28467 -2.32422  -0.0535
C: -1.14456 0.00957 4.91466  -0.0570
C: -0.85158 -0.83415 -0.89450  -0.1004
C: -1.35836 -2.22663 4.05589  -0.0515
C: 1.59000 -0.04992 -1.96595  0.0304
C: -0.00295 0.11487 4.08070  -0.0279
C: -0.33110 0.39168 -0.41462  -0.5518
C: -0.20439 -2.19253 3.33179  -0.1903
C: 0.93433 0.69999 -0.95602  -0.2887
C: 0.48694 -0.96473 3.35086  -0.1263
N: 0.52887 -2.99140 2.48166  0.1786
N: 1.32006 1.99249 -0.72962  0.0356
N: 1.67083 -1.00130 2.54752  0.1014
C: 2.37827 1.32268 2.37336  -0.0595
C: 3.33956 0.12826 1.02832  -0.1424
C: 3.21243 1.56495 1.04874  -0.1903
C: 2.79379 -0.13117 2.42294  -0.2289
H: -2.56524 1.48469 -3.43526  0.0762
H: -2.23055 5.66148 -3.50475  0.1216
H: -0.14727 5.42793 -2.43420  0.1099
H: -0.59072 -2.71292 -1.79950  0.1124
H: -2.58533 -1.54139 5.63005  0.1119
H: 1.49353 -1.92327 -2.96506  0.0815
H: -1.39684 0.91214 5.40492  0.0876
H: -1.87579 -1.26892 -0.46345  0.1503
H: -1.77914 -3.20622 4.17982  0.1051
H: 2.47008 0.26232 -2.47835  0.1184
H: 0.54253 0.97174 3.97186  0.0568
H: 0.17093 -3.82464 1.96442  0.1937
H: 1.26494 1.38012 2.24908  0.0786
H: 2.64712 1.89174 3.23711  0.1095
H: 4.49348 0.07552 0.91582  0.1566
H: 2.92962 -0.49026 0.18939  0.1209
H: 4.17006 2.08738 1.19012  0.1485
H: 3.69269 -0.47925 2.94391  0.1637

Record 4
A molecular structure, C23H18ClN7O4PtS. Source: OMol25; level of theory: ωB97M-V/def2-TZVPD.

ΔE to the lowest compared entry with this formula, charge and spin ... 2.633 eV
Calculated total energy ... -69367.0236 eV
HOMO-LUMO gap ... 6.71 eV
LUMO energy ... -0.712 eV
F_max ... 1.18 eV/Å

Each line ends with the Löwdin charge.
Geometry (Å):
Pt: -0.11418 0.37107 -0.86391  1.1314
O: -1.86584 -2.10529 0.49608  -0.3034
S: -1.38638 -1.34540 1.61262  0.5896
O: -2.30105 -1.03564 2.67599  -0.2804
N: -0.70269 0.01016 1.04572  -0.2813
C: -0.37100 1.00525 1.97638  -0.2543
C: -0.42242 0.93437 3.34808  -0.0078
C: -0.13497 2.05883 4.14612  -0.0516
C: 0.22266 3.25536 3.59476  -0.0375
C: 0.35333 3.34283 2.19016  -0.1507
C: 0.80335 4.51228 1.54226  0.0065
C: 1.03430 4.48733 0.20007  -0.0299
C: 0.78331 3.30275 -0.51018  -0.1099
N: 0.27623 2.21850 0.03661  -0.0417
C: 0.07452 2.21667 1.39750  -0.1493
C: -0.05835 -2.23989 2.37714  -0.2850
C: -0.36576 -3.07734 3.44221  -0.0489
C: 0.65030 -3.79039 4.06002  -0.0658
C: 1.96166 -3.65521 3.62582  -0.0748
C: 2.26249 -2.80191 2.57459  -0.0664
C: 1.25339 -2.08577 1.94723  -0.0878
H: -0.72189 0.02280 3.84137  0.1006
H: -0.20405 1.95585 5.22022  0.1112
H: 0.42909 4.12437 4.20225  0.1121
H: 0.99101 5.40224 2.12834  0.1237
H: 1.41726 5.34360 -0.33317  0.1115
H: 1.05958 3.24683 -1.55367  0.0896
H: -1.38814 -3.15739 3.77967  0.1178
H: 0.41890 -4.44540 4.88832  0.1074
H: 2.75235 -4.20749 4.11440  0.1053
H: 3.28688 -2.68377 2.24635  0.1087
H: 1.48635 -1.39509 1.14442  0.0972
N: -0.30960 -3.59922 -2.03478  0.0370
C: 0.03473 -2.71104 -1.14185  -0.1724
N: -0.13033 -1.47964 -1.63255  -0.0866
C: -0.59515 -1.68710 -2.95795  -0.4909
N: -0.83496 -3.02098 -3.18767  0.0967
C: 0.72350 0.17188 -3.85784  -0.3480
C: 1.48990 0.80488 -4.90127  -0.0324
N: 1.47372 2.08488 -5.10317  0.0903
C: 0.64471 2.82185 -4.31472  -0.1292
C: -0.00103 2.26161 -3.26226  -0.1600
N: 0.12485 0.94044 -2.93408  -0.0163
H: -0.30264 -4.60223 -1.93051  0.1575
H: 0.49316 -2.96040 -0.20346  0.1120
H: 2.07522 0.16820 -5.55272  0.1258
H: 0.52653 3.86914 -4.54656  0.1056
H: -0.69805 2.82582 -2.65700  0.1058
Cl: -3.17072 0.72197 -1.71430  0.5706
C: -2.98596 -0.94401 -2.38983  -0.4457
C: -1.86222 -0.96898 -3.41379  -0.4253
O: -2.03693 -0.58803 -4.53951  0.1218
O: 0.58554 -1.11245 -3.88576  0.0646
H: -3.92058 -1.17951 -2.88987  0.0856
H: -2.80394 -1.60223 -1.54233  0.0476

Record 5
A molecular structure, C23H18FeN5O2. Source: OMol25; level of theory: ωB97M-V/def2-TZVPD.

ΔE to the lowest compared entry with this formula, charge and spin ... 0.779 eV
Calculated total energy ... -70071.6122 eV
2S+1 ... 5
Charge ... +1
HOMO-LUMO gap (spin up / spin down) ... 6.62 / 6.46 eV
LUMO energy (spin up / spin down) ... -3.584 / -3.742 eV
F_max ... 2.28 eV/Å

Each line ends with the Mulliken spin population.
Geometry (Å):
Fe: 0.34425 -0.38662 0.62460  3.7807
O: 4.64431 -0.03475 -2.77940  0.0006
C: 3.55948 -0.00615 -3.58065  -0.0028
C: 3.79917 0.04285 -4.95260  0.0004
C: 2.74679 0.09813 -5.84135  -0.0004
C: 1.42741 0.09909 -5.38925  0.0004
C: 1.18690 0.03431 -4.03449  0.0033
C: 2.23687 -0.02352 -3.11064  0.0049
C: 1.89983 -0.09415 -1.67923  -0.0069
O: 0.65117 -0.26751 -1.34938  0.0705
N: 2.86011 0.04571 -0.79118  0.0054
N: 2.32791 -0.13100 0.47977  0.0068
C: 2.35349 0.85885 1.27693  -0.0179
C: 1.59879 0.75188 2.58212  0.0355
C: 1.76208 1.65735 3.60762  -0.0128
C: 1.04440 1.47352 4.78249  0.0050
C: 0.19350 0.39163 4.89368  0.0022
C: 0.06112 -0.45429 3.80721  0.0152
N: 0.73772 -0.27187 2.67472  0.0400
H: 4.34485 0.02858 -1.85404  -0.0006
H: 4.82672 0.04591 -5.29051  0.0001
H: 2.95355 0.14443 -6.90332  -0.0001
H: 0.60649 0.14852 -6.09093  0.0001
H: 0.17535 0.01899 -3.65318  0.0022
H: 2.94996 1.74268 1.05348  0.0043
H: 2.45518 2.48150 3.49708  -0.0001
H: 1.16198 2.16678 5.60470  0.0003
H: -0.36664 0.20465 5.79867  0.0002
H: -0.61054 -1.30383 3.82593  -0.0005
C: -2.30432 -3.93954 0.42212  -0.0032
C: -3.56433 -3.37595 0.41633  0.0059
C: -3.69443 -1.99688 0.51551  -0.0029
C: -2.55441 -1.22355 0.62130  0.0159
N: -1.33317 -1.77311 0.63429  0.0086
C: -1.21116 -3.09743 0.53085  0.0218
C: -2.60321 0.28169 0.71220  0.0087
C: -3.79362 0.98241 0.77136  -0.0017
C: -3.75655 2.36850 0.83623  0.0034
C: -2.53513 3.01280 0.83894  -0.0016
C: -1.38889 2.23954 0.78049  0.0110
N: -1.42074 0.90852 0.72367  -0.0008
H: -2.16026 -5.00696 0.33625  -0.0004
H: -4.44526 -3.99814 0.32932  0.0000
H: -4.67522 -1.54733 0.50036  -0.0009
H: -0.20116 -3.48706 0.53175  -0.0019
H: -4.74283 0.46940 0.76558  -0.0007
H: -4.67808 2.93394 0.87859  -0.0001
H: -2.46241 4.09021 0.87854  -0.0005
H: -0.40703 2.69724 0.76747  0.0035

What is the calculated total energy in the third record? -49140.9730 eV